Model P:
This record from OMol25 describes an isolated molecule of H4N2. The level of theory is wB97M-V/def2-TZVPD.

Element x y z (Å)
N 0.5731 -0.4731 0.0911
N -0.3523 0.5668 0.0243
H 0.3467 -0.9905 1.0666
H 0.1896 -1.3652 -0.4297
H -0.6255 0.7141 -1.0235
H -0.1317 1.5478 0.2712

Summary:
SMILES: NN

Model Q:
This record from OMol25 describes an isolated molecule of H4N2. The level of theory is wB97M-V/def2-TZVPD.

Element x y z (Å)
N -0.7448 -0.1433 0.1575
N 0.7821 -0.1282 -0.1553
H -0.9680 0.8794 -0.2074
H -1.0452 -0.7860 -0.5918
H 1.1309 -0.6517 0.6254
H 0.8450 0.8297 0.1715

Summary:
SMILES: NN

Which one is the least stable? From the structures above, model P.